(1)
# C6H4N2

C6H4N2 in the gas phase at a distorted geometry (the ωB97M-V functional and the def2-TZVPD basis, the Open Molecules 2025 dataset).

XYZ file:
```
12
Properties=species:S:1:pos:R:3:nbo_charge:R:1
C -3.14584 -0.08746 0.07892 -0.18
C -1.88774 0.11635 0.04752 -0.02
C -0.41948 0.00468 -0.22786 -0.20
C 0.38642 1.17460 -0.17902 0.13
N 1.63405 1.13380 -0.03793 -0.46
C 2.22915 -0.03712 0.18209 0.27
N 1.66193 -1.13640 -0.00701 -0.43
C 0.29973 -1.07962 -0.18208 0.07
H -4.13531 -0.06435 0.31973 0.23
H 0.01846 2.18912 -0.07051 0.20
H 3.44159 -0.22333 0.39358 0.19
H -0.08297 -1.99026 -0.31744 0.20
```

Output
E ... -340.4099 a.u.
Net charge ... 0
ΔE to the lowest compared entry with this formula, charge and spin ... 68.93 kcal per mole
E_LUMO ... 0.264 eV
SMILES ... C#Cc1cncnc1
HOMO-LUMO gap ... 9.98 eV

---

(2)
# C4H10NOS2

2 unconnected molecules or ions with the total composition C4H10NOS2 at a distorted geometry (the ωB97M-V functional and the def2-TZVPD basis, the Open Molecules 2025 dataset).

XYZ file:
```
18
Properties=species:S:1:pos:R:3:nbo_charge:R:1
C 2.25273 -0.21017 0.15031 -0.55
C -2.33672 -0.36862 -0.64313 -0.65
C -0.33243 -0.62061 0.86254 0.34
C -0.82601 -0.25539 -0.54123 0.00
N -0.42394 0.27462 1.82349 -0.66
O -0.45282 1.09628 -0.70035 -0.72
S 2.75488 1.40318 -0.25042 0.12
S 3.36531 -1.38964 -0.22089 0.27
H -2.72707 -0.40924 0.35422 0.23
H -2.74037 0.49492 -1.07099 0.24
H -2.78347 -1.21120 -1.26150 0.25
H 0.05509 -1.62581 1.09358 0.25
H -0.26809 -0.82407 -1.29862 0.22
H -0.15138 0.06493 2.80276 0.44
H -0.37046 1.20848 1.50392 0.43
H 1.37163 1.83074 -0.25534 0.19
H -0.73090 1.19029 -1.65380 0.50
H 4.34402 -0.64870 -0.69455 0.09
```

Output
E ... -1084.4163 a.u.
Net charge ... +1
ΔE to the lowest compared entry with this formula, charge and spin ... 57.14 kcal per mole
E_LUMO ... -4.409 eV
HOMO-LUMO gap ... 8.42 eV

---

(3)
# C32H36FNO2P

6 unconnected molecules or ions with the total composition C32H36FNO2P at a distorted geometry (the ωB97M-V functional and the def2-TZVPD basis, the Open Molecules 2025 dataset).

XYZ file:
```
73
Properties=species:S:1:pos:R:3:mulliken_charge:R:1
O 4.57533 1.18761 3.58177 -0.51
C 3.83997 1.95602 3.02247 0.47
F 4.11253 3.26724 3.07642 -0.24
N 2.68912 1.72043 2.28732 0.17
C 1.53970 1.14749 3.09792 -0.20
O 1.64564 0.03325 3.53708 -0.58
P -0.07758 2.26845 3.27195 -0.01
H 2.89628 1.14326 1.48628 0.27
H 0.81792 3.44297 3.17661 -0.10
H 0.11612 2.27739 4.73192 -0.01
H -0.88040 1.05329 3.34662 -0.10
H -0.10420 2.26103 1.78515 -0.22
H -1.26836 3.11021 3.34334 0.06
C -0.54137 -0.98785 -0.33184 -0.60
C 0.27138 0.11759 -0.13427 -0.46
C 0.20642 1.19476 -1.00264 0.06
C -0.66745 1.16843 -2.07919 -0.37
C -1.48174 0.06085 -2.28274 0.01
C -1.41735 -1.01769 -1.41022 -0.80
H -0.49460 -1.82465 0.35295 0.67
H 0.95079 0.14886 0.70645 0.05
H 0.83967 2.05718 -0.83936 0.41
H -0.71889 2.01254 -2.75584 0.30
H -2.16916 0.04085 -3.11962 0.15
H -2.05206 -1.88129 -1.56708 0.48
C 0.00299 -6.54312 0.13194 -0.48
C 0.81846 -5.43692 0.32846 -0.26
C 0.76194 -4.36660 -0.55312 -0.50
C -0.11499 -4.39932 -1.62895 -0.38
C -0.93072 -5.50509 -1.82503 -0.49
C -0.87034 -6.57830 -0.94606 -0.37
H 0.04605 -7.37667 0.82128 0.35
H 1.49614 -5.40697 1.17202 0.43
H 1.39774 -3.50426 -0.40062 0.47
H -0.16319 -3.56081 -2.31104 0.51
H -1.61680 -5.52918 -2.66227 0.36
H -1.50683 -7.44062 -1.09924 0.36
C -5.34118 1.71834 -5.02349 -0.43
C -5.77021 3.00194 -4.71606 -0.36
C -4.84199 4.00624 -4.47982 -0.41
C -3.48439 3.72818 -4.55586 -0.39
C -3.05551 2.44534 -4.86494 -0.28
C -3.98356 1.43968 -5.09601 -0.41
H -6.06500 0.93377 -5.20259 0.35
H -6.82899 3.21894 -4.65703 0.35
H -5.17642 5.00524 -4.23199 0.35
H -2.76034 4.51086 -4.37063 0.38
H -1.99668 2.22804 -4.92299 0.45
H -3.64836 0.43745 -5.33068 0.40
C 0.80495 -3.81188 4.10033 -0.55
C 0.42760 -2.70572 4.85006 -0.31
C -0.35271 -2.87929 5.98538 -0.59
C -0.74812 -4.15329 6.37330 -0.27
C -0.36763 -5.25776 5.62284 -0.46
C 0.40740 -5.08634 4.48392 -0.21
H 1.41011 -3.67647 3.21275 0.36
H 0.73845 -1.71372 4.54796 0.67
H -0.65413 -2.01723 6.56603 0.40
H -1.35552 -4.28550 7.26036 0.36
H -0.67626 -6.25128 5.92469 0.34
H 0.70049 -5.94691 3.89433 0.34
C 2.24866 5.10158 -2.38003 -0.28
C 2.21194 4.67275 -1.06028 -0.69
C 3.34499 4.12741 -0.47283 -0.14
C 4.51883 4.01766 -1.20615 -0.41
C 4.55780 4.44901 -2.52570 -0.37
C 3.42226 4.98918 -3.11376 -0.45
H 1.36199 5.52235 -2.83728 0.40
H 1.29908 4.75778 -0.48441 0.41
H 3.30773 3.78844 0.55556 0.42
H 5.40386 3.59478 -0.74820 0.40
H 5.47394 4.36309 -3.09652 0.36
H 3.45140 5.32107 -4.14413 0.35
```

Output
E ... -1887.3260 a.u.
Net charge ... -1
ΔE to the lowest compared entry with this formula, charge and spin ... 0.00 kcal per mole
E_LUMO ... 2.411 eV
HOMO-LUMO gap ... 6.29 eV

---

(4)
# C18H20N2O

C18H20N2O in the gas phase (the ωB97M-V functional and the def2-TZVPD basis, the Open Molecules 2025 dataset).

XYZ file:
```
41
Properties=species:S:1:pos:R:3:nbo_charge:R:1
C 4.68330 -0.50096 1.51514 -0.59
C 4.50884 -0.99647 0.07817 -0.24
C 5.39920 -0.20401 -0.88143 -0.59
C 3.06231 -0.91704 -0.34368 -0.02
C 2.38961 0.29952 -0.39167 -0.17
C 1.06679 0.36524 -0.77804 -0.19
C 0.37349 -0.78867 -1.12154 -0.05
C -1.07745 -0.68337 -1.53876 0.04
O -1.68181 -1.92454 -1.85350 -0.70
C -1.88129 0.01187 -0.47584 0.36
N -1.50331 0.17372 0.75961 -0.45
C -2.54284 0.80892 1.38621 0.07
C -2.67827 1.23302 2.70327 -0.19
C -3.85664 1.85500 3.05614 -0.24
C -4.88487 2.05753 2.13262 -0.21
C -4.77188 1.64509 0.82066 -0.27
C -3.59011 1.01785 0.45737 0.17
N -3.14116 0.48754 -0.72617 -0.37
C -3.85753 0.43400 -1.96946 -0.41
C 1.03855 -2.00268 -1.08582 -0.20
C 2.36719 -2.06221 -0.70123 -0.21
H 4.42147 0.55090 1.59550 0.20
H 5.71662 -0.62334 1.83308 0.21
H 4.04302 -1.06507 2.18956 0.21
H 4.81806 -2.04721 0.03989 0.20
H 5.14994 0.85373 -0.85488 0.20
H 5.26930 -0.56135 -1.90073 0.21
H 6.44536 -0.31715 -0.60504 0.21
H 2.90365 1.21056 -0.12416 0.20
H 0.56066 1.31857 -0.80652 0.21
H -1.13604 -0.10099 -2.46947 0.20
H -1.63346 -2.48193 -1.06762 0.47
H -1.88136 1.07522 3.41186 0.22
H -3.99450 2.19778 4.07105 0.21
H -5.78984 2.55117 2.45487 0.21
H -5.57016 1.80955 0.11186 0.21
H -3.57422 -0.46482 -2.51592 0.24
H -3.64170 1.31335 -2.58375 0.20
H -4.92725 0.40257 -1.76524 0.21
H 0.52992 -2.91084 -1.37600 0.21
H 2.86838 -3.02004 -0.68041 0.21
```

Output
E ... -882.6835 a.u.
Net charge ... 0
ΔE to the lowest compared entry with this formula, charge and spin ... 11.36 kcal per mole
E_LUMO ... 0.724 eV
SMILES ... CC(C)c1ccc([C@@H](O)c2nc3ccccc3n2C)cc1
HOMO-LUMO gap ... 9.19 eV

---

Repeat the second record exactly.
# C4H10NOS2

2 unconnected molecules or ions with the total composition C4H10NOS2 at a distorted geometry (the ωB97M-V functional and the def2-TZVPD basis, the Open Molecules 2025 dataset).

XYZ file:
```
18
Properties=species:S:1:pos:R:3:nbo_charge:R:1
C 2.25273 -0.21017 0.15031 -0.55
C -2.33672 -0.36862 -0.64313 -0.65
C -0.33243 -0.62061 0.86254 0.34
C -0.82601 -0.25539 -0.54123 0.00
N -0.42394 0.27462 1.82349 -0.66
O -0.45282 1.09628 -0.70035 -0.72
S 2.75488 1.40318 -0.25042 0.12
S 3.36531 -1.38964 -0.22089 0.27
H -2.72707 -0.40924 0.35422 0.23
H -2.74037 0.49492 -1.07099 0.24
H -2.78347 -1.21120 -1.26150 0.25
H 0.05509 -1.62581 1.09358 0.25
H -0.26809 -0.82407 -1.29862 0.22
H -0.15138 0.06493 2.80276 0.44
H -0.37046 1.20848 1.50392 0.43
H 1.37163 1.83074 -0.25534 0.19
H -0.73090 1.19029 -1.65380 0.50
H 4.34402 -0.64870 -0.69455 0.09
```

Output
E ... -1084.4163 a.u.
Net charge ... +1
ΔE to the lowest compared entry with this formula, charge and spin ... 57.14 kcal per mole
E_LUMO ... -4.409 eV
HOMO-LUMO gap ... 8.42 eV